{
  "formula": "C19H17F6N9O5",
  "method": "ωB97M-V with the def2-TZVPD basis set",
  "symbols": ["O", "C", "N", "C", "C", "C", "C", "C", "N", "N", "C", "C", "C", "C", "F", "F", "F", "C", "C", "C", "F", "F", "F", "C", "H", "H", "H", "H", "H", "H", "H", "H", "H", "H", "H", "H", "H", "H", "H", "O", "N", "O", "C", "C", "C", "N", "O", "O", "C", "N", "N", "N", "N", "C", "H", "H"],
  "coordinates": [[0.511, 1.015, 0.118], [1.681, 1.043, -0.307], [2.665, 0.213, 0.191], [2.297, -0.858, 1.147], [1.465, -1.942, 0.451], [2.298, -3.203, 0.180], [1.226, -4.318, 0.069], [-0.003, -3.906, 0.873], [0.179, -2.513, 1.410], [2.186, 1.901, -1.288], [1.439, 2.722, -2.121], [2.043, 3.238, -3.278], [1.308, 4.053, -4.135], [1.926, 4.569, -5.412], [1.716, 5.916, -5.564], [3.273, 4.363, -5.475], [1.372, 3.964, -6.515], [-0.008, 4.394, -3.853], [-0.592, 3.896, -2.696], [-2.013, 4.292, -2.384], [-2.467, 3.766, -1.210], [-2.143, 5.655, -2.290], [-2.876, 3.883, -3.369], [0.105, 3.043, -1.836], [3.594, 0.211, -0.241], [3.249, -1.206, 1.602], [1.701, -0.371, 1.939], [1.119, -1.630, -0.534], [2.859, -3.154, -0.792], [3.069, -3.490, 0.944], [0.940, -4.414, -0.994], [1.633, -5.289, 0.425], [-0.865, -3.851, 0.225], [-0.149, -4.458, 1.804], [0.749, -2.588, 2.296], [3.180, 1.789, -1.501], [3.069, 2.992, -3.516], [-0.569, 5.049, -4.529], [-0.371, 2.626, -0.962], [-3.905, -1.179, 6.163], [-4.176, -1.072, 4.949], [-5.301, -0.652, 4.565], [-3.216, -1.490, 3.946], [-3.433, -1.658, 2.574], [-2.415, -2.070, 1.643], [-2.830, -2.024, 0.286], [-3.932, -1.547, -0.049], [-2.036, -2.498, -0.580], [-0.905, -1.829, 1.838], [-0.878, -1.892, 3.302], [0.322, -1.985, 3.977], [0.122, -1.852, 5.247], [-1.223, -1.694, 5.496], [-1.825, -1.700, 4.265], [-4.420, -1.391, 2.184], [-0.745, -0.865, 1.324]],
  "mulliken_charge": [-0.630, 0.612, -0.268, -1.004, 0.354, -0.955, -0.750, -0.522, 0.172, -0.139, 0.834, -0.988, 0.182, 0.851, -0.257, -0.275, -0.247, -1.308, 0.094, 0.772, -0.258, -0.255, -0.255, -0.732, 0.257, 0.554, 0.255, 0.371, 0.390, 0.396, 0.370, 0.303, 0.345, 0.507, 0.652, 0.218, 0.452, 0.430, 0.918, -0.540, 0.821, -0.600, -0.513, -0.487, -0.670, 1.061, -0.674, -0.732, 0.535, 0.626, -0.413, -0.926, -0.307, 0.856, 0.533, -0.018],
  "orbital_gap_ev": 7.6,
  "e_homo_ev": -8.261
}

{
  "formula": "C4H7N2S",
  "method": "ωB97M-V with the def2-TZVPD basis set",
  "symbols": ["C", "C", "C", "C", "N", "N", "S", "H", "H", "H", "H", "H", "H", "H"],
  "coordinates": [[0.026, 0.766, 0.036], [-0.924, 3.027, 0.137], [0.793, -1.410, 0.412], [-0.250, -1.928, -0.604], [-0.291, 1.926, -0.260], [0.968, -0.006, 0.231], [-1.730, -0.940, -0.439], [-1.209, 3.796, -0.645], [-1.362, 3.026, 1.046], [0.566, -1.590, 1.535], [1.877, -1.853, 0.191], [0.070, -1.989, -1.687], [-0.437, -3.123, -0.417], [1.904, 0.298, 0.464]],
  "mulliken_charge": [0.281, -0.151, -0.443, -0.434, -0.199, -0.110, -0.047, 0.264, 0.318, 0.260, 0.272, 0.331, 0.353, 0.306],
  "total_charge": 1,
  "orbital_gap_ev": [6.9, 6.9],
  "e_homo_ev": [-13.341, -13.344],
  "smiles": "C=[N+]=C=[NH+]CC[S-]"
}

{
  "formula": "C6H6O",
  "method": "ωB97M-V with the def2-TZVPD basis set",
  "symbols": ["C", "C", "C", "C", "C", "O", "C", "H", "H", "H", "H", "H", "H"],
  "coordinates": [[2.593, -0.106, 0.976], [1.736, -0.560, 0.258], [0.464, -0.350, -0.310], [0.039, 0.901, -0.138], [-1.429, 0.878, -0.022], [-1.794, -0.493, -0.074], [-0.697, -1.262, -0.541], [3.471, 0.150, 1.495], [0.664, 1.789, -0.106], [-1.794, 1.285, 0.932], [-1.808, 1.452, -0.868], [-0.789, -1.481, -1.618], [-0.655, -2.204, 0.016]],
  "mulliken_charge": [-0.231, -0.501, 0.420, -0.424, -0.435, -0.377, -0.366, 0.432, 0.432, 0.288, 0.251, 0.227, 0.285],
  "orbital_gap_ev": 9.5,
  "e_homo_ev": -8.606,
  "smiles": "C#CC1=CCOC1"
}

{
  "formula": "C9H9NO3",
  "method": "ωB97M-V with the def2-TZVPD basis set",
  "symbols": ["C", "C", "C", "C", "C", "C", "C", "C", "C", "H", "H", "H", "H", "H", "H", "H", "H", "H", "N", "O", "O", "O"],
  "coordinates": [[-2.726, 2.247, -0.306], [-1.763, 0.206, -0.052], [-1.812, -1.208, -0.234], [-0.562, -1.905, -0.281], [0.576, -1.146, -0.115], [3.004, -1.178, 0.111], [2.744, 0.321, 0.659], [0.607, 0.248, -0.004], [-0.546, 0.944, -0.065], [-3.738, 2.669, 0.199], [-2.722, 2.389, -1.551], [-1.761, 2.593, 0.436], [-2.820, -1.776, -0.196], [-0.722, -2.951, -0.195], [1.613, -2.778, -0.500], [3.775, 0.632, 0.606], [2.521, 0.235, 1.657], [-0.346, 2.000, -0.322], [1.796, -1.717, -0.084], [-2.995, 0.753, -0.095], [4.077, -1.601, 0.330], [1.800, 1.024, 0.002]],
  "mulliken_charge": [-0.540, 0.694, -0.613, -0.799, 0.560, 0.290, -0.531, -0.158, -0.275, 0.250, 0.260, 0.267, 0.302, 0.352, 0.302, 0.387, 0.347, 0.420, -0.110, -0.412, -0.563, -0.429],
  "orbital_gap_ev": 8.6,
  "e_homo_ev": -7.908,
  "smiles": "COc1ccc2c(c1)OCC(=O)N2"
}

{
  "formula": "C42H58BiIN9O3PSb",
  "method": "ωB97M-V with the def2-TZVPD basis set",
  "symbols": ["Bi", "C", "C", "C", "C", "C", "C", "N", "Sb", "C", "C", "C", "C", "C", "C", "N", "C", "C", "C", "C", "C", "C", "N", "H", "H", "H", "H", "H", "H", "H", "H", "H", "H", "H", "H", "H", "H", "H", "H", "H", "H", "C", "C", "N", "C", "C", "N", "C", "C", "H", "H", "H", "H", "H", "H", "H", "H", "H", "H", "H", "H", "H", "I", "C", "C", "C", "C", "N", "C", "H", "H", "H", "H", "C", "N", "C", "P", "O", "N", "C", "C", "N", "C", "C", "H", "H", "H", "H", "H", "H", "H", "H", "H", "H", "H", "H", "H", "H", "H", "H", "H", "H", "O", "C", "O", "C", "C", "C", "C", "C", "C", "H", "H", "H", "H", "H"],
  "coordinates": [[-0.606, -0.375, 1.096], [2.411, 0.868, 0.110], [2.702, -0.257, 1.028], [4.003, -0.476, 1.480], [4.265, -1.508, 2.359], [3.207, -2.302, 2.783], [1.932, -2.023, 2.320], [1.701, -1.036, 1.458], [0.339, -3.176, 3.276], [-0.682, -4.042, 1.537], [-0.646, -5.426, 1.461], [-1.332, -6.055, 0.432], [-2.039, -5.263, -0.454], [-2.049, -3.877, -0.283], [-2.897, -3.045, -1.188], [-1.355, -3.275, 0.690], [-1.038, -1.580, 3.918], [-1.352, -1.674, 5.261], [-2.237, -0.767, 5.830], [-2.796, 0.194, 5.012], [-2.440, 0.270, 3.668], [-3.083, 1.320, 2.840], [-1.565, -0.614, 3.152], [3.284, 1.116, -0.490], [2.160, 1.749, 0.702], [1.561, 0.678, -0.538], [4.794, 0.177, 1.150], [5.265, -1.679, 2.727], [3.369, -3.105, 3.487], [-0.103, -5.997, 2.200], [-1.335, -7.132, 0.342], [-2.599, -5.707, -1.263], [-2.947, -3.483, -2.182], [-2.541, -2.020, -1.243], [-3.917, -3.052, -0.801], [-0.908, -2.456, 5.861], [-2.485, -0.810, 6.878], [-3.517, 0.901, 5.390], [-3.150, 2.245, 3.410], [-4.102, 1.015, 2.602], [-2.542, 1.534, 1.925], [0.718, -2.079, -4.338], [0.332, -1.842, -2.857], [1.231, -2.579, -1.987], [1.050, -4.005, -2.185], [1.235, -4.364, -3.680], [1.745, -3.152, -4.369], [2.990, -2.689, -3.702], [2.607, -2.220, -2.277], [1.143, -1.183, -4.791], [-0.140, -2.392, -4.935], [-0.684, -2.188, -2.666], [0.378, -0.780, -2.601], [0.049, -4.278, -1.849], [1.773, -4.535, -1.561], [0.292, -4.659, -4.143], [1.947, -5.178, -3.812], [1.953, -3.387, -5.344], [3.429, -1.880, -4.287], [3.698, -3.519, -3.677], [2.705, -1.139, -2.175], [3.252, -2.686, -1.530], [-6.491, -1.942, 0.861], [-5.101, -0.575, 0.056], [-5.459, 0.351, -0.921], [-4.488, 1.215, -1.405], [-3.198, 1.140, -0.893], [-2.869, 0.244, 0.029], [-3.786, -0.595, 0.495], [-6.475, 0.392, -1.285], [-4.734, 1.939, -2.167], [-2.405, 1.794, -1.226], [-3.452, -1.310, 1.233], [-0.711, 5.247, -2.932], [-0.815, 3.812, -2.744], [-1.862, 3.214, -3.546], [0.509, 2.879, -2.291], [0.062, 1.503, -1.942], [1.195, 3.664, -0.983], [0.276, 4.228, -0.013], [2.507, 4.275, -0.987], [1.736, 2.843, -3.443], [2.095, 4.033, -4.191], [2.054, 1.625, -4.140], [-0.516, 5.522, -3.976], [0.084, 5.647, -2.306], [-1.655, 5.709, -2.630], [-1.751, 3.436, -4.613], [-2.826, 3.613, -3.221], [-1.845, 2.134, -3.409], [-0.705, 3.775, -0.152], [0.180, 5.314, -0.112], [0.617, 4.014, 1.003], [3.141, 3.761, -1.703], [2.948, 4.177, 0.007], [2.479, 5.343, -1.228], [1.850, 4.924, -3.626], [1.577, 4.077, -5.155], [3.170, 4.034, -4.388], [1.649, 0.797, -3.567], [3.140, 1.522, -4.223], [1.632, 1.609, -5.152], [-0.857, 3.023, 2.881], [-0.125, 2.088, 3.064], [0.204, 1.244, 2.054], [0.501, 1.750, 4.360], [0.242, 2.553, 5.473], [0.789, 2.219, 6.699], [1.594, 1.096, 6.827], [1.851, 0.296, 5.724], [1.314, 0.626, 4.497], [-0.369, 3.434, 5.352], [0.607, 2.846, 7.556], [2.030, 0.855, 7.783], [2.487, -0.573, 5.816], [1.541, 0.034, 3.626]],
  "mulliken_charge": [1.031, -1.629, 1.133, -0.785, -1.030, -0.647, -0.465, 0.669, 1.152, -0.015, -0.929, -0.662, -0.761, 0.431, -1.335, 0.714, -0.178, -0.747, -0.744, -1.130, 1.025, -1.440, 1.111, 0.964, 0.146, -0.393, 0.655, 0.509, 0.611, 0.529, 0.477, 0.594, 0.561, 0.017, 0.306, 0.550, 0.494, 0.631, 0.659, 0.465, -0.256, -1.011, 1.203, 0.204, 0.460, -1.010, 0.072, -0.948, -0.035, 0.236, 0.392, -0.106, -0.739, -0.578, 0.618, 0.428, 0.321, 0.328, 0.441, 0.279, -0.209, 0.639, 0.143, -0.846, -0.453, -0.748, -0.586, 0.678, -0.755, 0.492, 0.496, 0.368, 0.654, -1.012, 0.621, -1.013, -0.271, -0.461, 0.962, -1.213, -1.302, 0.471, -1.081, -0.641, 0.314, 0.285, 0.337, 0.307, 0.306, 0.251, 0.309, 0.331, 0.307, 0.403, 0.341, 0.280, 0.330, 0.287, 0.360, -0.400, 0.452, 0.412, -0.602, 0.019, 0.429, -0.156, -0.815, -0.731, -0.676, -0.890, 0.382, 0.533, 0.473, 0.471, 0.499, 1.068],
  "total_charge": 3,
  "orbital_gap_ev": 7.2,
  "e_homo_ev": -14.843
}

{
  "formula": "C7H10",
  "method": "ωB97M-V with the def2-TZVPD basis set",
  "symbols": ["C", "C", "C", "C", "C", "C", "C", "H", "H", "H", "H", "H", "H", "H", "H", "H", "H"],
  "coordinates": [[1.399, 0.466, 0.745], [2.044, 1.615, 0.792], [-1.037, 0.113, 0.880], [0.079, 0.104, 0.166], [0.133, -0.347, -1.251], [0.758, -1.464, -1.605], [-2.437, -0.232, 0.353], [1.945, -0.438, 1.032], [1.595, 2.532, 0.428], [3.036, 1.700, 1.206], [-1.042, 0.444, 1.913], [-0.341, 0.248, -2.025], [0.891, -1.881, -2.592], [1.210, -2.066, -0.818], [-2.791, 0.703, -0.086], [-2.388, -1.051, -0.357], [-3.053, -0.446, 1.220]],
  "mulliken_charge": [-0.282, -0.664, -0.211, 0.200, -0.241, -0.650, -1.180, 0.233, 0.263, 0.274, 0.414, 0.341, 0.305, 0.206, 0.267, 0.371, 0.353],
  "orbital_gap_ev": 10.3,
  "e_homo_ev": -9.116,
  "smiles": "C=CC(C=C)=CC"
}